The following is a quantum chemistry calculation of a molecular structure, C22H31BrIN4RhSSbSe4Si, from the Open Molecules 2025 dataset.

CARTESIAN COORDINATES (ANGSTROEM)
Rh (-0.261, 1.005, -0.628)
N (-1.432, 2.872, 3.232)
C (-1.675, 3.987, 2.450)
C (-1.314, 3.646, 1.184)
N (-0.849, 2.354, 1.179)
C (-0.934, 1.914, 2.408)
C (-0.522, 0.581, 2.805)
N (-0.475, -0.442, 1.990)
C (0.027, -1.479, 2.740)
C (0.274, -1.073, 4.017)
N (-0.108, 0.250, 4.058)
H (-1.667, 2.758, 4.201)
H (-2.092, 4.891, 2.857)
H (-1.382, 4.207, 0.266)
H (0.182, -2.454, 2.310)
H (0.681, -1.576, 4.877)
H (0.118, 0.906, 4.787)
Br (1.952, 3.085, 4.915)
C (2.790, 1.397, 5.163)
C (2.896, 0.932, 6.468)
C (3.465, -0.307, 6.713)
C (3.925, -1.070, 5.649)
C (3.808, -0.597, 4.353)
C (3.233, 0.646, 4.082)
I (3.040, 1.212, 2.082)
H (2.532, 1.544, 7.282)
H (3.544, -0.670, 7.729)
H (4.372, -2.040, 5.825)
H (4.154, -1.198, 3.523)
Se (-4.015, 4.974, -3.228)
Sb (-2.434, 3.411, -4.224)
Se (-1.861, 2.354, -1.816)
Se (-0.291, 4.289, -4.934)
Se (-3.445, 1.734, -5.657)
C (0.740, -2.174, -1.015)
Si (-0.270, -0.886, -2.005)
C (-2.073, -1.611, -1.992)
C (-2.700, -1.365, -0.612)
C (-2.989, -0.981, -3.043)
C (-2.043, -3.133, -2.205)
C (0.528, -0.841, -3.751)
C (0.092, -2.021, -4.628)
C (2.053, -0.938, -3.611)
C (0.179, 0.470, -4.459)
H (0.877, -3.110, -1.567)
H (0.225, -2.401, -0.078)
H (1.723, -1.769, -0.766)
H (-2.854, -0.299, -0.430)
H (-2.091, -1.767, 0.201)
H (-3.686, -1.850, -0.573)
H (-3.078, 0.098, -2.917)
H (-3.998, -1.407, -2.954)
H (-2.655, -1.149, -4.067)
H (-1.463, -3.647, -1.433)
H (-1.635, -3.412, -3.177)
H (-3.070, -3.520, -2.158)
H (0.336, -2.986, -4.170)
H (0.626, -1.966, -5.585)
H (-0.974, -2.003, -4.851)
H (2.366, -1.900, -3.193)
H (2.463, -0.146, -2.985)
H (2.507, -0.839, -4.605)
H (-0.894, 0.577, -4.634)
H (0.669, 0.512, -5.441)
H (0.506, 1.342, -3.893)
S (2.883, 1.877, -1.165)
C (1.468, 1.206, -0.897)

Frontier orbital gap (spin up / spin down) ... 3.9 / 3.9 eV
Maximum force ... 0.30 eV/A
E ... -14591.97624 Ha
Energy relative to the best compared isomer or geometry (same formula, charge and spin) ... 0.000 eV
2S+1 ... 2
Highest occupied orbital energy (spin up / spin down) ... -1.01 / -1.00 eV
Molecular weight ... 1159.0 g mol⁻¹
Total charge ... -2

These are the Löwdin partial charges, in e, on atoms 1 to 6:
1. Rh 0.4134
2. N 0.0938
3. C -0.0772
4. C -0.1444
5. N 0.0242
6. C -0.2979